No. 1
This record from the OMol25 dataset describes C19H20N2O4S2 in the gas phase in a non-equilibrium geometry. The level of theory is the ωB97M-V functional and the def2-TZVPD basis.

SMILES   Cc1ccc2c(CC(=O)N3CCN(S(=O)(=O)c4cccs4)CC3)coc2c1
HOMO level   -0.309 Eh
Gap between HOMO and LUMO   8.902 eV
Total charge   0
Energy above the lowest of the compared OMol25 structures with the same formula, charge and spin   1.662 eV
Strongest force on any atom   1.05 eV/A

```
47
Properties=species:S:1:pos:R:3:nbo_charge:R:1
C 5.11 3.46 -0.37 -0.62
C 4.40 2.15 -0.21 0.00
C 4.36 1.26 -1.29 -0.23
C 3.73 0.04 -1.21 -0.18
C 3.12 -0.31 -0.01 -0.15
C 2.39 -1.45 0.47 -0.10
C 2.05 -2.69 -0.28 -0.52
C 0.61 -3.11 -0.02 0.70
O 0.34 -4.11 0.61 -0.63
N -0.36 -2.32 -0.54 -0.44
C -0.20 -1.03 -1.17 -0.24
C -0.76 0.06 -0.24 -0.24
N -2.14 -0.21 0.10 -0.67
S -3.26 0.23 -1.07 2.33
O -3.79 -0.91 -1.77 -0.94
O -2.71 1.31 -1.83 -0.93
C -4.55 0.88 -0.05 -0.56
C -4.69 2.17 0.37 -0.20
C -5.82 2.33 1.20 -0.26
C -6.51 1.17 1.38 -0.39
S -5.79 -0.15 0.55 0.50
C -2.34 -1.54 0.65 -0.24
C -1.75 -2.62 -0.26 -0.26
C 2.06 -1.15 1.76 0.11
O 2.52 0.07 2.14 -0.42
C 3.16 0.59 1.07 0.35
C 3.80 1.82 0.99 -0.27
H 6.16 3.30 -0.63 0.22
H 4.66 4.04 -1.18 0.22
H 5.07 4.05 0.54 0.21
H 4.85 1.55 -2.21 0.21
H 3.72 -0.63 -2.05 0.21
H 2.22 -2.55 -1.35 0.23
H 2.68 -3.52 0.06 0.26
H 0.85 -0.82 -1.40 0.23
H -0.78 -1.02 -2.10 0.21
H -0.73 1.03 -0.74 0.24
H -0.18 0.10 0.69 0.21
H -4.01 2.95 0.09 0.24
H -6.11 3.28 1.63 0.23
H -7.40 1.01 1.96 0.24
H -3.41 -1.70 0.77 0.22
H -1.86 -1.57 1.63 0.21
H -1.79 -3.60 0.23 0.25
H -2.31 -2.65 -1.20 0.22
H 1.53 -1.72 2.49 0.21
H 3.82 2.49 1.83 0.22
```

=====

No. 2
This record from the OMol25 dataset describes C23H25FN2O3 in the gas phase. The level of theory is the ωB97M-V functional and the def2-TZVPD basis.

SMILES   Cc1cc(C)cc(C(=O)N[C@H]2CC23CCN(C(=O)c2cccc(O)c2F)CC3)c1
HOMO level   -0.329 Eh
Gap between HOMO and LUMO   9.486 eV
Total charge   0
Energy above the lowest of the compared OMol25 structures with the same formula, charge and spin   0.298 eV
Strongest force on any atom   0.69 eV/A

```
54
Properties=species:S:1:pos:R:3:nbo_charge:R:1
C 1.30 -5.91 1.51 -0.63
C 0.28 -4.99 2.11 -0.02
C -0.02 -5.05 3.47 -0.20
C -0.97 -4.21 4.03 0.00
C -1.30 -4.29 5.50 -0.63
C -1.63 -3.29 3.23 -0.18
C -1.34 -3.20 1.87 -0.13
C -2.10 -2.19 1.05 0.66
O -3.20 -1.81 1.40 -0.62
N -1.44 -1.73 -0.04 -0.61
C -1.87 -0.73 -0.98 -0.06
C -2.94 0.28 -0.65 -0.40
C -1.52 0.72 -0.76 -0.07
C -0.78 1.12 0.50 -0.41
C 0.73 1.12 0.27 -0.21
N 1.04 1.98 -0.87 -0.43
C 1.28 3.29 -0.63 0.66
O 1.27 3.77 0.49 -0.61
C 1.62 4.19 -1.80 -0.19
C 1.09 5.47 -1.81 -0.18
C 1.40 6.35 -2.84 -0.20
C 2.26 5.96 -3.85 -0.27
C 2.82 4.69 -3.83 0.22
O 3.68 4.27 -4.80 -0.66
C 2.50 3.81 -2.80 0.40
F 3.08 2.61 -2.79 -0.31
C 0.45 1.49 -2.11 -0.21
C -1.07 1.52 -1.98 -0.40
C -0.39 -4.06 1.32 -0.17
H 1.06 -6.14 0.47 0.22
H 2.29 -5.46 1.53 0.22
H 1.34 -6.86 2.04 0.22
H 0.50 -5.77 4.10 0.21
H -1.39 -3.29 5.93 0.22
H -2.25 -4.81 5.66 0.22
H -0.52 -4.81 6.06 0.21
H -2.38 -2.64 3.65 0.23
H -0.51 -2.09 -0.18 0.39
H -1.86 -1.10 -2.00 0.20
H -3.64 0.54 -1.43 0.22
H -3.40 0.26 0.33 0.26
H -1.09 2.12 0.81 0.22
H -1.03 0.46 1.33 0.22
H 1.30 1.43 1.14 0.24
H 1.08 0.12 0.01 0.18
H 0.43 5.78 -1.01 0.23
H 0.98 7.35 -2.84 0.22
H 2.51 6.65 -4.65 0.21
H 3.88 4.99 -5.41 0.48
H 0.81 2.02 -2.99 0.22
H 0.79 0.46 -2.24 0.20
H -1.53 1.13 -2.89 0.21
H -1.41 2.55 -1.89 0.21
H -0.18 -4.05 0.26 0.19
```

=====

No. 3
This record from the OMol25 dataset describes 6 unconnected molecules or ions with the total composition C26H60INO12 in a non-equilibrium geometry. The level of theory is the ωB97M-V functional and the def2-TZVPD basis.

SMILES   CCO[C@@]1(I)CNC(=O)C1.COCCOC.COCCOC.COCCOC.COCCOC.COCCOC
HOMO level   -0.327 Eh
Gap between HOMO and LUMO   8.959 eV
Total charge   0
Strongest force on any atom   8.53 eV/A

```
100
Properties=species:S:1:pos:R:3:lowdin_charge:R:1
C 1.39 -0.01 1.45 -0.08
C -0.11 -0.52 0.91 -0.23
O -1.08 0.44 1.46 -0.24
C -2.33 0.48 0.62 -0.77
I -2.23 1.50 -1.33 0.83
C -3.18 -0.96 0.60 -0.17
N -3.55 -1.13 2.09 0.01
C -3.25 0.13 2.90 -0.24
O -2.94 0.28 4.19 -0.04
C -3.35 1.27 1.68 -0.09
H 2.25 -0.24 0.69 0.07
H 1.29 1.16 1.57 0.09
H 1.62 -0.42 2.55 0.09
H -0.27 -1.58 1.44 0.14
H -0.16 -0.63 -0.26 0.11
H -2.68 -1.88 0.06 0.13
H -4.27 -0.78 0.15 0.13
H -3.03 -2.00 2.35 0.12
H -4.43 1.47 1.24 0.14
H -2.75 2.22 2.03 0.13
C -2.18 5.37 4.49 -0.11
O -2.32 6.75 4.14 -0.20
C -1.65 7.06 2.91 -0.19
C -2.66 7.18 1.76 -0.19
O -3.24 5.92 1.45 -0.20
C -4.56 5.79 1.97 -0.11
H -2.86 5.16 5.31 0.09
H -2.42 4.72 3.65 0.07
H -1.15 5.18 4.83 0.09
H -0.88 6.32 2.69 0.12
H -1.17 8.03 3.06 0.12
H -2.12 7.52 0.87 0.12
H -3.43 7.93 1.99 0.12
H -5.25 6.40 1.39 0.09
H -4.61 6.07 3.03 0.09
H -4.86 4.74 1.88 0.08
C 1.81 -0.46 8.31 -0.11
O 0.50 0.01 8.05 -0.20
C 0.38 0.60 6.75 -0.19
C -0.30 -0.36 5.77 -0.20
O 0.52 -1.51 5.50 -0.20
C 0.09 -2.66 6.22 -0.11
H 1.78 -1.07 9.22 0.09
H 2.19 -1.08 7.50 0.08
H 2.49 0.39 8.48 0.09
H 1.37 0.91 6.37 0.12
H -0.23 1.49 6.85 0.12
H -0.45 0.15 4.82 0.11
H -1.29 -0.67 6.15 0.12
H -0.84 -3.05 5.78 0.09
H -0.07 -2.44 7.28 0.08
H 0.86 -3.42 6.13 0.09
C -2.15 -5.04 -4.93 -0.11
O -3.42 -4.42 -4.72 -0.19
C -3.85 -4.53 -3.36 -0.19
C -3.64 -3.22 -2.60 -0.20
O -2.25 -2.94 -2.43 -0.21
C -1.78 -1.95 -3.34 -0.12
H -1.79 -4.74 -5.92 0.09
H -1.42 -4.73 -4.18 0.08
H -2.27 -6.13 -4.91 0.09
H -3.35 -5.36 -2.86 0.13
H -4.93 -4.75 -3.39 0.12
H -4.07 -3.32 -1.60 0.11
H -4.15 -2.38 -3.11 0.13
H -2.15 -0.97 -3.05 0.01
H -2.08 -2.17 -4.37 0.09
H -0.69 -1.94 -3.30 0.08
C 6.20 -0.95 -2.54 -0.11
O 6.72 0.26 -2.00 -0.20
C 5.69 1.12 -1.51 -0.19
C 5.60 1.06 0.02 -0.19
O 5.13 -0.22 0.46 -0.21
C 6.18 -1.04 0.95 -0.11
H 7.03 -1.64 -2.70 0.09
H 5.48 -1.42 -1.86 0.08
H 5.72 -0.75 -3.50 0.09
H 4.72 0.88 -1.97 0.12
H 5.96 2.14 -1.80 0.12
H 4.86 1.80 0.36 0.12
H 6.56 1.31 0.49 0.13
H 6.51 -0.67 1.93 0.09
H 7.03 -1.07 0.26 0.08
H 5.80 -2.06 1.07 0.09
C 1.40 -2.49 -8.68 -0.11
O 1.92 -1.29 -8.14 -0.19
C 0.89 -0.42 -7.65 -0.19
C 0.80 -0.48 -6.12 -0.19
O 0.33 -1.76 -5.68 -0.22
C 1.38 -2.58 -5.19 -0.11
H 2.23 -3.18 -8.84 0.09
H 0.68 -2.97 -8.01 0.08
H 0.92 -2.29 -9.64 0.09
H -0.08 -0.66 -8.11 0.13
H 1.16 0.60 -7.94 0.12
H 0.06 0.26 -5.79 0.12
H 1.76 -0.24 -5.66 0.13
H 1.71 -2.21 -4.21 0.09
H 2.23 -2.61 -5.88 0.09
H 1.00 -3.60 -5.07 0.09
```

=====

No. 4
This record from the OMol25 dataset describes a molecular structure, C20H15N6OPtS2 in a non-equilibrium geometry. The level of theory is the ωB97M-V functional and the def2-TZVPD basis.

HOMO level (alpha / beta)   -0.376 / -0.372 Eh
Gap between HOMO and LUMO (alpha / beta)   5.580 / 5.396 eV
Total charge   +1
Energy above the lowest of the compared OMol25 structures with the same formula, charge and spin   2.090 eV
Strongest force on any atom   1.46 eV/A

```
45
Properties=species:S:1:pos:R:3:nbo_charge:R:1
Pt -0.63 0.73 -2.38 0.81
C -0.89 -3.50 -3.28 0.03
C -1.07 -2.12 -3.38 0.05
N -0.51 -1.30 -2.49 -0.41
C 0.27 -1.84 -1.52 0.14
C 0.41 -3.21 -1.45 0.04
N -0.17 -4.04 -2.31 -0.32
C 0.91 -0.88 -0.58 0.18
C 1.54 -1.18 0.61 -0.21
C 1.99 -0.14 1.44 0.15
C 1.67 1.16 1.06 -0.23
C 1.04 1.40 -0.15 0.27
N 0.80 0.39 -0.98 -0.48
C 0.53 2.70 -0.66 0.12
C 0.80 3.92 -0.07 0.04
N 0.32 5.07 -0.55 -0.32
C -0.42 5.00 -1.65 0.03
C -0.72 3.79 -2.26 0.05
N -0.26 2.65 -1.76 -0.41
C 2.73 -0.42 2.70 -0.09
C 3.04 -1.72 3.08 -0.22
C 3.76 -1.94 4.25 0.05
N 4.18 -0.96 5.05 -0.37
C 3.88 0.29 4.68 0.05
C 3.17 0.60 3.53 -0.22
H -1.35 -4.16 -4.00 0.23
H -1.67 -1.67 -4.16 0.24
H 1.01 -3.66 -0.67 0.22
H 1.65 -2.21 0.91 0.23
H 1.89 2.00 1.71 0.23
H 1.41 3.98 0.81 0.22
H -0.81 5.93 -2.05 0.23
H -1.34 3.73 -3.15 0.24
H 2.75 -2.58 2.50 0.21
H 4.01 -2.95 4.56 0.21
H 4.22 1.08 5.34 0.21
H 2.97 1.64 3.32 0.21
C -5.80 -1.61 -0.93 -0.26
O -4.59 -0.90 -1.29 -0.50
C -4.35 0.24 -0.68 0.02
S -5.24 0.97 0.48 -0.06
S -2.90 1.09 -1.09 -0.21
H -5.79 -2.50 -1.55 0.20
H -6.67 -1.00 -1.13 0.21
H -5.77 -1.87 0.13 0.21
```

=====

No. 5
This record from the OMol25 dataset describes a molecular structure, CrH16O8 in a non-equilibrium geometry. The level of theory is the ωB97M-V functional and the def2-TZVPD basis.

HOMO level (alpha / beta)   -0.868 / -0.867 Eh
Gap between HOMO and LUMO (alpha / beta)   8.679 / 10.087 eV
Total charge   +3
Energy above the lowest of the compared OMol25 structures with the same formula, charge and spin   0.732 eV
Strongest force on any atom   1.42 eV/A
Spin multiplicity   4

```
25
Properties=species:S:1:pos:R:3:mulliken_spin:R:1
Cr -22.27 4.67 -11.62 2.89
O -22.13 3.19 -13.24 0.01
H -22.92 2.95 -13.75 0.00
H -21.40 2.71 -13.67 0.00
O -23.73 6.09 -10.59 0.03
H -24.67 5.90 -10.43 0.00
H -23.53 6.87 -10.04 0.00
O -21.36 5.20 -9.75 0.00
H -21.29 6.01 -9.23 0.00
H -21.03 4.50 -9.16 0.00
O -24.24 3.65 -11.51 0.01
H -24.72 3.26 -12.26 0.00
H -24.83 3.51 -10.73 0.00
O -21.41 6.75 -11.92 0.02
H -21.59 7.69 -11.76 0.00
H -20.45 6.67 -11.96 0.00
O -23.42 5.55 -13.30 0.03
H -24.28 5.48 -13.75 0.00
H -23.00 6.34 -13.68 0.00
O -20.16 4.41 -12.02 -0.02
H -19.73 3.68 -11.54 0.00
H -19.55 4.63 -12.75 0.00
O -22.00 2.82 -10.52 -0.01
H -22.46 1.98 -10.71 0.00
H -21.27 2.59 -9.92 0.00
```

=====

No. 6
This record from the OMol25 dataset describes 2 unconnected molecules or ions with the total composition C11H14N2 in a non-equilibrium geometry. The level of theory is the ωB97M-V functional and the def2-TZVPD basis.

HOMO level (alpha / beta)   -0.434 / -0.434 Eh
Gap between HOMO and LUMO (alpha / beta)   7.949 / 3.867 eV
Total charge   +1
Energy above the lowest of the compared OMol25 structures with the same formula, charge and spin   1.585 eV
Strongest force on any atom   4.25 eV/A
Spin multiplicity   2

```
27
Properties=species:S:1:pos:R:3:mulliken_spin:R:1
C -2.52 -2.44 0.01 0.02
C 0.00 -2.24 -0.02 0.31
C -1.21 -2.76 -0.51 0.36
C 0.45 -3.75 -1.60 0.30
N 1.00 -2.79 -0.76 -0.01
N -0.87 -3.72 -1.46 -0.09
H 0.06 -1.46 0.72 0.04
H 1.90 -2.46 -0.77 0.00
H -2.65 -2.99 0.93 0.04
H -3.29 -2.75 -0.73 0.00
H 0.95 -4.54 -2.15 0.01
H -2.58 -1.33 0.15 0.01
C -0.41 3.05 -1.35 0.00
C 0.91 1.23 -0.19 0.00
C 0.21 2.51 -0.11 0.00
C 1.67 0.84 0.84 0.00
C 0.16 3.11 1.07 0.00
C 1.60 1.53 2.08 0.00
C 0.88 2.63 2.17 0.00
H 0.84 0.60 -0.97 0.00
H 2.18 -0.10 0.95 0.00
H -1.47 2.87 -1.37 0.00
H 0.07 2.51 -2.23 0.00
H -0.59 3.89 1.02 0.00
H 2.05 1.12 2.93 0.00
H 1.01 3.38 2.99 0.00
H -0.33 4.07 -1.64 0.00
```

=====

No. 7
This record from the OMol25 dataset describes 8 unconnected molecules or ions with the total composition C7H31NO7 in a non-equilibrium geometry. The level of theory is the ωB97M-V functional and the def2-TZVPD basis.

SMILES   CCCCN(C)CC.O.O.O.O.O.O.O
HOMO level   -0.300 Eh
Gap between HOMO and LUMO   8.428 eV
Total charge   0
Energy above the lowest of the compared OMol25 structures with the same formula, charge and spin   2.846 eV
Strongest force on any atom   3.16 eV/A

```
46
Properties=species:S:1:pos:R:3:nbo_charge:R:1
C -1.56 3.43 -0.10 -0.59
C -0.82 2.50 0.84 -0.41
C -0.04 1.47 0.04 -0.45
C 1.44 1.82 0.03 -0.21
N 2.50 1.07 -0.64 -0.46
C 2.68 1.34 -2.04 -0.41
C 2.68 -0.38 -0.34 -0.22
C 1.52 -1.21 -0.92 -0.65
H -2.50 2.95 -0.35 0.21
H -1.80 4.36 0.24 0.20
H -0.86 3.63 -0.86 0.20
H -1.58 2.02 1.49 0.20
H -0.17 3.02 1.56 0.20
H -0.28 0.38 0.48 0.21
H -0.39 1.45 -1.08 0.20
H 1.54 2.81 -0.46 0.20
H 1.74 1.87 1.16 0.18
H 3.71 1.00 -2.44 0.20
H 1.92 0.83 -2.64 0.17
H 2.76 2.45 -2.16 0.21
H 3.71 -0.63 -0.53 0.21
H 2.75 -0.55 0.80 0.18
H 0.91 -0.69 -1.60 0.21
H 1.86 -2.11 -1.41 0.21
H 0.79 -1.59 -0.13 0.21
O -1.33 -0.89 2.06 -1.01
H -0.98 -0.31 2.75 0.48
H -1.07 -1.80 2.26 0.50
O 0.43 -4.73 0.13 -0.97
H 1.38 -4.67 0.33 0.48
H 0.19 -4.19 -0.64 0.50
O -2.09 -3.23 -1.59 -0.99
H -2.00 -2.29 -1.44 0.50
H -3.01 -3.55 -1.58 0.49
O 0.68 -0.02 3.87 -0.96
H 0.91 -0.38 2.99 0.48
H 1.43 -0.21 4.42 0.48
O -2.34 -0.16 -0.86 -0.98
H -2.92 0.00 -0.11 0.49
H -1.45 -0.28 -0.49 0.49
O -0.17 -3.17 2.32 -0.98
H -0.33 -3.66 1.54 0.52
H -0.12 -3.63 3.16 0.49
O -3.20 2.32 -2.90 -0.93
H -2.68 1.52 -2.95 0.47
H -3.82 2.09 -2.22 0.46
```

=====

No. 8
This record from the OMol25 dataset describes a molecular structure, C11H31ClI2N3P2Ru in a non-equilibrium geometry. The level of theory is the ωB97M-V functional and the def2-TZVPD basis.

HOMO level (alpha / beta)   -0.539 / -0.540 Eh
Gap between HOMO and LUMO (alpha / beta)   6.872 / 5.957 eV
Total charge   +2
Strongest force on any atom   6.09 eV/A
Spin multiplicity   6

```
51
Properties=species:S:1:pos:R:3:mulliken_spin:R:1
I 1.87 -1.26 1.55 0.72
I 1.35 1.27 -2.75 0.72
Ru -0.64 0.05 0.17 2.43
P 0.07 -1.92 -1.10 0.05
C 1.65 -2.15 -1.98 0.02
C -0.05 -3.42 -0.10 0.03
H 0.13 -4.24 -0.84 0.01
H -1.07 -3.22 -2.60 0.00
H -1.05 -3.50 0.36 -0.01
H -2.21 -2.03 -1.88 0.00
H 2.51 -1.76 -1.37 -0.01
H 0.76 -3.43 0.64 0.00
C -1.22 -2.17 -2.34 0.04
H 1.74 -3.27 -2.12 0.01
H -1.06 -1.51 -3.20 0.00
H 1.62 -1.62 -2.98 0.01
P -0.69 1.86 1.39 0.01
C 0.52 3.16 1.61 -0.01
C -2.03 2.68 0.51 0.03
H -2.26 0.87 2.95 -0.01
H -1.68 2.50 3.44 0.00
H -0.57 1.09 3.66 0.01
C -1.37 1.52 3.03 0.00
H -2.87 1.99 0.39 0.00
H -2.35 3.54 1.10 0.01
H 0.18 3.95 2.33 0.00
H 0.68 3.65 0.64 0.00
H -1.65 3.02 -0.47 0.00
H 1.47 2.78 2.00 0.00
Cl -2.64 -0.57 0.03 0.30
C 3.28 3.07 -1.74 0.16
N 3.98 1.98 -1.08 0.02
C 5.44 2.12 -0.94 0.01
C 3.31 0.85 -0.60 -0.06
N 2.08 0.96 -0.13 0.23
N 3.99 -0.38 -0.72 -0.01
C 4.86 -0.74 -1.88 0.02
C 4.36 -1.07 0.47 0.26
H 3.93 3.61 -2.44 0.00
H 2.93 3.91 -1.05 0.01
H 2.42 2.56 -2.23 -0.02
H 5.90 1.18 -0.67 0.00
H 5.93 2.44 -1.89 0.00
H 5.79 2.92 -0.21 0.00
H 1.85 1.92 -0.40 0.00
H 5.98 -0.61 -1.59 0.01
H 4.73 -1.83 -2.17 0.00
H 4.50 -0.08 -2.73 0.00
H 3.44 -0.93 1.13 0.02
H 4.47 -2.17 0.36 0.00
H 5.20 -0.64 1.06 -0.01
```

=====

No. 9
This record from the OMol25 dataset describes 3 unconnected molecules or ions with the total composition C3H11NO3 in a non-equilibrium geometry. The level of theory is the ωB97M-V functional and the def2-TZVPD basis.

SMILES   CCC(N)=O.O.O
HOMO level   -0.375 Eh
Gap between HOMO and LUMO   10.847 eV
Total charge   0
Energy above the lowest of the compared OMol25 structures with the same formula, charge and spin   0.908 eV
Strongest force on any atom   2.65 eV/A

```
18
Properties=species:S:1:pos:R:3:nbo_charge:R:1
C 1.93 -0.45 2.65 -0.62
C 1.85 -0.30 1.13 -0.52
C 0.51 -0.46 0.54 0.67
N -0.15 -1.57 0.99 -0.82
O -0.01 0.23 -0.31 -0.62
H 2.83 0.06 2.96 0.22
H 1.12 0.08 3.18 0.21
H 1.93 -1.43 3.13 0.21
H 2.61 -0.97 0.61 0.24
H 2.33 0.68 0.94 0.24
H 0.08 -2.04 1.84 0.39
H -1.15 -1.58 0.76 0.40
O -1.44 4.08 -1.63 -0.98
H -1.01 3.26 -1.89 0.50
H -1.94 4.17 -0.83 0.49
O -2.10 -1.93 -2.84 -0.95
H -1.33 -1.91 -3.41 0.47
H -2.05 -1.17 -2.24 0.48
```